# C6H26NO9

A 9-piece molecular cluster, C6H26NO9 overall at a distorted geometry (ωB97M-V/def2-TZVPD, the OMol25 dataset).

Results
Relative energy (zero: lowest compared OMol25 entry of this formula, charge and spin) in kcal/mol: 58.7
Strongest force on any atom in hartree/bohr: 0.177
Frontier orbital gap in Eh: 0.331
Net charge: +1

```
42
Properties=species:S:1:pos:R:3:nbo_charge:R:1
O -4.19626 -2.39063 -0.21790 -0.503
C -3.27406 -1.95105 0.46296 0.415
C -1.83818 -2.11969 -0.04455 -0.535
C -1.53873 -1.13479 -1.27026 -0.429
C -0.06559 -0.81310 -1.53405 0.139
C 0.47168 -0.77703 -2.73883 -0.383
C 1.97806 -1.37163 -0.24318 0.151
N 0.89146 -0.60122 -0.45619 -0.535
H -3.51914 -1.45306 1.35838 0.147
H -1.60359 -3.18790 -0.27932 0.240
H -1.08732 -1.95752 0.83138 0.227
H -1.98921 -0.23529 -1.12705 0.230
H -1.91856 -1.60976 -2.16701 0.251
H -0.02988 -1.33542 -3.59643 0.234
H 1.49596 -0.29985 -2.89372 0.224
H 2.67661 -1.10543 0.60395 0.289
H 2.41677 -2.00426 -1.08453 0.218
H 0.57133 -0.03195 0.36445 0.457
H -1.03135 3.01821 0.38880 0.514
H -0.73734 4.35011 0.93660 0.508
O -0.32066 3.45600 0.89939 -1.010
H -2.80153 3.24394 -1.31990 0.494
H -1.82883 4.46182 -1.51941 0.492
O -2.24281 3.82249 -0.78913 -0.970
H 2.00113 2.86954 -1.50134 0.490
H 1.00034 2.25848 -0.63414 0.484
O 1.81817 1.98045 -1.09954 -0.958
H 0.40825 -1.65975 2.80929 0.496
H 0.60830 -0.21576 2.50704 0.482
O 0.01707 -0.87974 2.22704 -0.968
H 2.76969 1.28217 0.53672 0.529
H 3.82596 0.55805 -0.40174 0.492
O 3.38630 0.39990 0.55901 -0.990
H 0.86449 2.33801 1.53561 0.526
H 1.69687 1.35333 2.35821 0.469
O 1.13244 1.44761 1.73618 -0.980
H -1.93151 1.22674 1.85427 0.473
H -1.66139 0.15252 1.17448 0.452
O -2.27194 0.76019 1.10356 -0.917
H 2.65540 -3.92489 -0.14155 0.488
H 1.31986 -4.29760 0.49853 0.490
O 1.88173 -3.62223 0.31391 -0.923
```

# C6H26O7

A 7-piece molecular cluster, C6H26O7 overall at a distorted geometry (ωB97M-V/def2-TZVPD, the OMol25 dataset).

Results
Relative energy (zero: lowest compared OMol25 entry of this formula, charge and spin) in kcal/mol: 60.9
Strongest force on any atom in hartree/bohr: 0.041
SMILES string: CC(C)O.CO.CO.CO.O.O.O
Frontier orbital gap in Eh: 0.349
Net charge: 0

```
39
Properties=species:S:1:pos:R:3:nbo_charge:R:1
O 5.05653 -1.61708 0.06012 -0.947
H 4.89918 -1.87650 0.96796 0.477
H 5.58895 -2.32489 -0.30289 0.485
O 0.71602 -0.94047 -2.58859 -0.970
H 1.29419 -1.01263 -1.82915 0.489
H 1.29043 -0.66219 -3.30192 0.466
O -1.29491 0.85102 -2.45399 -0.999
H -1.57515 0.51053 -1.60442 0.483
H -0.48426 0.37958 -2.64592 0.482
C -3.98437 1.50179 -0.34892 -0.637
C -3.57150 0.34856 0.47856 0.101
C -4.52245 -0.85658 0.34250 -0.628
O -2.27545 -0.10145 0.05640 -0.774
H -4.93829 1.84484 0.05162 0.207
H -4.26067 1.32474 -1.38834 0.222
H -3.24904 2.30382 -0.41343 0.231
H -3.49657 0.66436 1.51911 0.160
H -4.31337 -1.69892 1.00192 0.212
H -4.44144 -1.22723 -0.67934 0.216
H -5.51024 -0.43378 0.52588 0.201
H -1.92249 -0.69476 0.72348 0.493
C 3.98375 3.36231 0.71104 -0.242
O 3.17471 4.30161 1.34168 -0.712
H 3.60624 2.34303 0.79268 0.175
H 4.19913 3.58949 -0.33304 0.161
H 4.94775 3.33433 1.21900 0.153
H 3.61435 5.15209 1.27088 0.465
C -0.59824 -2.83607 0.69085 -0.263
O -1.16716 -2.21730 1.84490 -0.751
H -0.99382 -3.84586 0.58154 0.177
H -0.81543 -2.19201 -0.16126 0.195
H 0.48589 -2.79964 0.79783 0.175
H -0.52434 -2.31522 2.55115 0.474
C 1.54003 -0.12510 0.17366 -0.267
O 2.21860 -1.16798 -0.53430 -0.778
H 0.45317 -0.18124 0.11299 0.212
H 1.73046 -0.29729 1.23299 0.161
H 1.98108 0.82831 -0.11715 0.184
H 3.15873 -1.21621 -0.34605 0.512
```

# C6H27NO10

A 10-piece molecular cluster, C6H27NO10 overall at a distorted geometry (ωB97M-V/def2-TZVPD, the OMol25 dataset).

Results
Relative energy (zero: lowest compared OMol25 entry of this formula, charge and spin) in kcal/mol: 55.5
Strongest force on any atom in hartree/bohr: 0.041
SMILES string: C=N/C=C/CCC=O.O.O.O.O.O.O.O.O.O
Frontier orbital gap in Eh: 0.330
Net charge: 0

```
44
Properties=species:S:1:pos:R:3:nbo_charge:R:1
O -3.96054 1.06216 1.68591 -0.536
C -3.27910 0.86068 2.65387 0.458
C -1.78385 0.57159 2.55149 -0.531
C -1.26859 1.25681 1.25915 -0.434
C 0.23612 1.00461 1.23190 -0.220
C 1.13661 1.98478 1.26121 -0.056
N 2.49691 1.70341 1.16147 -0.454
C 3.27716 1.23486 2.02029 0.009
H -3.70382 0.84280 3.66445 0.109
H -1.10276 0.86571 3.34869 0.230
H -1.70266 -0.52122 2.48517 0.250
H -1.51551 2.31064 1.38752 0.205
H -1.59017 0.76111 0.34493 0.230
H 0.45540 -0.05408 1.26447 0.196
H 0.91373 3.04170 1.19629 0.214
H 4.32847 1.15555 1.76679 0.175
H 2.96167 0.90457 3.02072 0.153
H -0.62910 -2.05651 -4.44212 0.467
H -0.94081 -0.60790 -3.73181 0.494
O -1.14586 -1.25366 -4.42437 -0.993
H -0.90030 -1.92965 0.57747 0.515
H -0.94827 -3.39442 1.10816 0.487
O -0.72891 -2.50768 1.33994 -0.998
H 0.84910 -2.09110 2.10395 0.498
H 1.89407 -3.00124 2.76488 0.472
O 1.80733 -2.15282 2.31798 -0.981
H 2.81178 -1.42237 -1.82047 0.506
H 3.08107 -1.58049 -3.29322 0.477
O 3.09572 -0.91769 -2.61487 -0.986
H -0.80770 -0.98622 -1.77705 0.505
H -2.13082 -0.83394 -1.19156 0.499
O -1.31641 -1.32901 -1.02686 -0.993
H -3.67240 2.77563 -2.19717 0.478
H -3.18007 2.53415 -0.73928 0.487
O -2.97905 2.36454 -1.66933 -0.963
H 2.50823 0.69976 -2.02418 0.501
H 2.05587 1.22135 -0.66653 0.491
O 2.00115 1.43974 -1.61938 -0.983
H 1.60492 -2.41056 0.25664 0.514
H 0.81497 -2.14957 -1.11952 0.483
O 1.65400 -2.24364 -0.69571 -0.989
H 0.53926 0.78281 -2.39293 0.523
H -0.84907 1.45192 -2.63601 0.508
O -0.38777 0.61290 -2.69096 -1.020
```

# C6H28BN12O6

A 7-piece molecular cluster, C6H28BN12O6 overall at a distorted geometry (ωB97M-V/def2-TZVPD, the OMol25 dataset).

Results
2S+1: 2
Strongest force on any atom in hartree/bohr: 0.153
Frontier orbital gap (spin up / spin down) in Eh: 0.343 / 0.107
Net charge: 0

```
53
Properties=species:S:1:pos:R:3:mulliken_spin:R:1
B -12.62167 -12.49408 -22.06346 0.001
H -11.98729 -13.31723 -22.35367 -0.012
H -13.61275 -12.82675 -21.79638 -0.004
H -12.23790 -11.93361 -21.22511 -0.005
H -12.76502 -11.74782 -22.82948 0.007
C -12.63323 -14.02819 -18.84564 0.000
O -12.38125 -14.73762 -17.92336 0.005
N -11.84381 -13.90146 -19.83199 0.002
N -13.75592 -13.53225 -19.27524 0.000
H -12.03318 -13.27841 -20.60404 0.005
H -10.92299 -14.31636 -19.82582 0.000
H -13.72787 -12.78688 -19.95622 0.001
H -14.55555 -13.63934 -18.66760 0.000
C -14.68333 -8.55096 -24.02287 0.000
O -13.77167 -7.84403 -23.71502 0.001
N -15.82194 -8.12082 -24.48905 0.000
N -14.61563 -9.82432 -24.03333 0.000
H -16.33958 -8.88346 -24.90200 0.000
H -15.84202 -7.16610 -24.81802 0.000
H -13.68691 -10.19936 -23.90327 -0.002
H -15.31731 -10.30565 -24.57745 0.000
C -15.37561 -10.77276 -19.19411 0.000
O -14.43899 -10.04209 -18.71829 0.000
N -16.33629 -11.26604 -18.40893 0.000
N -15.46870 -11.16766 -20.45267 0.000
H -17.25371 -11.44736 -18.79046 0.000
H -16.30992 -10.91149 -17.46358 0.000
H -16.17195 -11.77481 -20.84880 0.000
H -14.60492 -11.10604 -20.97246 0.000
C -16.67539 -14.94405 -22.02626 0.000
O -17.42921 -15.61251 -22.78884 0.001
N -16.52505 -14.81084 -20.76363 0.000
N -15.75955 -14.12010 -22.48901 0.003
H -15.67239 -14.38636 -20.42765 0.000
H -17.18743 -15.26129 -20.14845 0.000
H -15.33254 -13.40653 -21.91580 0.002
H -15.45471 -14.19358 -23.44910 -0.002
C -13.31042 -14.32761 -24.96301 -0.023
O -13.59013 -14.95794 -25.93870 0.097
N -12.24670 -14.54398 -24.20610 0.355
N -13.97499 -13.36237 -24.46545 0.092
H -11.57917 -15.26419 -24.44235 -0.017
H -12.29160 -14.02486 -23.34089 0.000
H -13.75499 -13.00949 -23.54502 0.001
H -14.37180 -12.83469 -25.22978 -0.002
C -10.18615 -10.44082 -23.85900 -0.042
O -9.67443 -9.52964 -24.49167 0.295
N -10.54547 -10.39501 -22.63502 -0.018
N -10.18268 -11.73492 -24.29075 0.253
H -11.12781 -11.17654 -22.37011 0.002
H -10.69028 -9.48559 -22.22019 0.001
H -9.76253 -11.96300 -25.18045 -0.011
H -10.62989 -12.28204 -23.56911 0.013
```

# C6H28BO8

A 6-piece molecular cluster, C6H28BO8 overall at a distorted geometry (ωB97M-V/def2-TZVPD, the OMol25 dataset).

Results
Strongest force on any atom in hartree/bohr: 0.037
Frontier orbital gap in Eh: 0.353
Net charge: +1

```
43
Properties=species:S:1:pos:R:3:nbo_charge:R:1
O -0.03325 0.82419 0.57513 -0.845
H -0.19972 0.47241 -0.39006 0.583
H -0.97974 0.99832 0.93061 0.557
H 0.34485 0.02016 1.02696 0.560
O -0.14734 -1.02816 -3.97743 -0.818
H -0.56645 -0.54733 -3.09460 0.558
H -0.81746 -1.44724 -4.55273 0.555
H 0.50813 -1.70706 -3.72759 0.545
B -1.49834 -0.25153 -1.63361 -0.865
H -0.85192 -1.06486 -1.00270 -0.008
H -2.16635 -0.77815 -2.49799 0.037
H -2.22112 0.41833 -0.95130 0.030
H -0.70622 0.45540 -2.25337 0.003
C 3.21575 1.17577 -3.67044 -0.092
C 2.26007 2.13030 -3.03247 -0.105
O 1.92016 1.72343 -1.69079 -0.740
O 4.50191 1.34998 -3.10369 -0.716
H 3.25098 1.37679 -4.74294 0.190
H 2.92291 0.13860 -3.50884 0.150
H 1.34229 2.30139 -3.60145 0.184
H 2.68151 3.13794 -2.95593 0.193
H 2.77225 1.74564 -1.23479 0.471
H 4.66726 0.67157 -2.44579 0.470
C -2.99820 0.09080 2.70043 -0.088
C -4.07262 -0.63196 1.89393 -0.083
O -3.52738 -1.45349 0.91570 -0.714
O -2.25411 1.06077 1.90283 -0.764
H -2.22896 -0.59323 3.04954 0.192
H -3.47576 0.58695 3.55219 0.186
H -4.70677 0.16486 1.47305 0.156
H -4.66988 -1.17547 2.62167 0.201
H -2.98904 -0.96582 0.28351 0.489
H -2.89477 1.73602 1.63666 0.493
C 2.09421 -0.81264 3.37319 -0.095
C 0.81663 -1.59977 3.33690 -0.097
O 0.28620 -1.59276 2.00134 -0.762
O 1.93207 0.51294 2.95544 -0.717
H 2.81943 -1.28524 2.70993 0.182
H 2.55800 -0.85049 4.36585 0.183
H 0.03748 -1.27374 4.02117 0.186
H 1.09905 -2.62796 3.58841 0.190
H 0.55751 -2.38456 1.53071 0.493
H 1.41678 0.97889 3.62333 0.473
```

# C6H28N12O8

A 8-piece molecular cluster, C6H28N12O8 overall at a distorted geometry (ωB97M-V/def2-TZVPD, the OMol25 dataset).

Results
Relative energy (zero: lowest compared OMol25 entry of this formula, charge and spin) in kcal/mol: 1.8
Strongest force on any atom in hartree/bohr: 0.040
SMILES string: NC(N)=O.NC(N)=O.NC(N)=O.NC(N)=O.NC(N)=O.NC(N)=O.O.O
Frontier orbital gap in Eh: 0.337
Net charge: 0

```
54
Properties=species:S:1:pos:R:3:nbo_charge:R:1
O 0.49417 0.33579 -0.01270 -1.009
H 1.24565 -0.27318 0.11380 0.511
H -0.29946 -0.20971 0.15562 0.510
O 0.03997 1.90605 -2.15433 -0.944
H -0.65116 2.52992 -1.92666 0.435
H 0.36455 1.56869 -1.29197 0.494
C -2.68401 -1.22121 1.92413 0.791
O -1.80976 -0.71371 1.20171 -0.759
N -2.35387 -1.75688 3.13179 -0.835
N -3.98262 -1.18937 1.58788 -0.844
H -1.39507 -1.75713 3.41900 0.423
H -3.11949 -2.04647 3.70874 0.385
H -4.12628 -0.74099 0.69302 0.453
H -4.65477 -1.42835 2.28746 0.390
C 0.95284 1.88407 3.39964 0.768
O 1.07730 2.37089 4.52234 -0.680
N 1.92613 1.78076 2.47707 -0.843
N -0.23921 1.52963 2.84940 -0.864
H 1.70717 1.30268 1.61793 0.410
H 2.88040 1.99451 2.68312 0.390
H -1.03236 1.80879 3.39961 0.396
H -0.35680 1.22457 1.90195 0.406
C -3.41700 1.63917 -0.72604 0.793
O -3.84822 0.49921 -0.97507 -0.712
N -2.24342 1.98370 -0.08434 -0.844
N -4.06757 2.72387 -1.22315 -0.841
H -1.65315 1.28588 0.34351 0.427
H -2.00998 2.95108 0.00300 0.390
H -3.55838 3.57876 -1.31500 0.389
H -5.03528 2.61570 -1.45869 0.412
C 3.97528 1.62409 -0.20929 0.761
O 3.28189 1.44502 -1.20607 -0.658
N 4.28138 0.58574 0.62761 -0.881
N 4.49506 2.83304 0.14867 -0.847
H 4.77841 0.76051 1.47862 0.374
H 3.78119 -0.27366 0.41538 0.445
H 4.85081 2.90678 1.08257 0.375
H 4.21765 3.64889 -0.36179 0.411
C -1.18736 -1.71468 -2.86527 0.760
O -0.71184 -0.76349 -3.48154 -0.635
N -1.71474 -1.63277 -1.61604 -0.854
N -1.06717 -2.97559 -3.37280 -0.866
H -2.16072 -0.73934 -1.41923 0.439
H -2.01555 -2.48565 -1.18783 0.373
H -1.53923 -3.76965 -2.98541 0.373
H -0.62303 -3.07482 -4.26614 0.402
C 2.43959 -2.42597 -1.03161 0.807
O 2.66569 -1.65826 -0.09094 -0.734
N 3.20131 -2.48042 -2.15381 -0.822
N 1.47896 -3.40073 -0.93846 -0.830
H 3.98813 -1.85836 -2.18899 0.424
H 2.94338 -3.09876 -2.89312 0.392
H 1.52907 -4.10622 -1.64515 0.383
H 0.96152 -3.52238 -0.09214 0.412
```